(1)
Here is a structure of composition C39H35BN10Ti from OMol25. Energies are from ωB97M-V with the def2-TZVPD basis set.

```
86
Properties=species:S:1:pos:R:3:forces:R:3:lowdin_charge:R:1
Ti 0.4886 -0.3968 0.5152 0.44 -0.10 -0.15 0.98
C 0.0942 -3.3148 2.7107 0.01 0.01 -0.02 -0.03
C 0.7333 -3.4948 1.3668 -0.07 -0.23 0.04 -0.32
C 0.9094 -4.7449 0.8410 0.00 0.10 0.02 -0.05
C 1.5367 -4.8918 -0.4195 0.01 0.05 -0.03 -0.08
C 2.0139 -3.7947 -1.0626 -0.01 -0.04 0.00 -0.04
C 1.8695 -2.5106 -0.4639 0.00 0.04 0.00 -0.26
N 1.1310 -2.3758 0.6948 0.05 0.33 0.09 0.02
C 2.4241 -1.3308 -1.0117 0.02 -0.15 -0.09 -0.25
C 3.0312 -1.2836 -2.2957 0.10 0.05 -0.05 -0.03
C 3.7183 -0.1764 -2.6819 -0.08 -0.16 -0.04 -0.08
C 3.8872 0.8733 -1.7434 -0.14 0.00 0.33 -0.03
C 3.2092 0.8457 -0.5568 0.25 0.10 -0.31 -0.21
N 2.2902 -0.1424 -0.2841 -0.31 -0.17 0.15 -0.02
C 3.3830 1.8967 0.4672 0.09 0.16 0.04 -0.21
C 4.4763 2.7668 0.4418 -0.04 -0.04 -0.01 -0.02
C 4.5604 3.7548 1.4022 -0.05 -0.01 0.03 -0.06
C 3.5549 3.8576 2.3496 0.03 -0.01 -0.07 -0.03
C 2.5114 2.9389 2.3210 -0.02 0.10 0.12 -0.30
C 1.4053 3.0192 3.3335 -0.03 -0.03 -0.02 -0.02
N 2.4472 1.9654 1.4134 0.13 -0.09 -0.03 0.15
H -0.3822 -4.2398 3.0312 0.00 -0.01 -0.01 0.08
H -0.6471 -2.5181 2.6909 0.00 0.00 0.01 0.06
H 0.8488 -3.0442 3.4513 -0.02 0.01 0.01 0.08
H 0.5631 -5.6089 1.3904 0.00 0.01 0.01 0.10
H 1.6541 -5.8763 -0.8541 0.01 0.00 -0.01 0.10
H 2.5300 -3.8936 -2.0064 -0.01 -0.01 0.01 0.10
H 2.9458 -2.1340 -2.9578 0.02 0.02 -0.01 0.10
H 4.1758 -0.1131 -3.6594 0.00 -0.02 0.00 0.10
H 4.5388 1.7013 -1.9758 0.02 0.01 0.01 0.10
H 5.2545 2.6574 -0.2979 0.00 0.01 -0.02 0.10
H 5.3992 4.4395 1.4123 0.00 -0.01 -0.01 0.11
H 3.5750 4.6308 3.1064 -0.01 -0.01 0.00 0.11
H 1.1783 4.0579 3.5748 0.01 0.01 0.01 0.09
H 1.6915 2.5137 4.2582 0.00 -0.02 -0.01 0.08
H 0.5084 2.5394 2.9473 0.16 0.12 0.07 0.05
C -0.8729 3.7984 0.3314 0.02 0.02 -0.03 -0.04
C -0.0829 2.7200 -0.0780 -0.07 0.01 0.02 -0.13
N -0.3487 1.6507 0.6587 -0.15 -0.02 0.00 -0.02
N -1.3036 2.0022 1.5372 -0.10 0.17 0.02 -0.03
C -1.6364 3.2924 1.3633 -0.02 -0.04 -0.03 -0.07
B -1.8408 0.9710 2.5392 -0.04 -0.04 -0.06 -0.52
N -2.4722 -0.1888 1.7480 -0.08 -0.08 0.18 -0.02
C -3.7571 -0.5453 1.6029 0.01 -0.06 -0.01 -0.08
C -3.8050 -1.6549 0.7794 0.02 -0.05 0.01 -0.05
C -2.4660 -1.9138 0.4664 -0.05 -0.01 0.11 -0.13
N -1.6755 -1.0246 1.0585 0.04 0.28 -0.26 -0.01
N -0.6355 0.4085 3.3281 -0.04 -0.06 0.21 -0.02
C -0.4415 0.3684 4.6550 0.04 -0.03 -0.06 -0.07
C 0.8147 -0.1547 4.8981 0.03 -0.01 -0.02 -0.05
C 1.3352 -0.4080 3.6261 -0.04 0.06 0.07 -0.15
N 0.4515 -0.0709 2.6942 -0.01 -0.15 0.07 -0.04
H -0.8935 4.7934 -0.0770 0.00 0.00 0.00 0.10
H 0.6605 2.6665 -0.8568 -0.01 0.00 -0.01 0.12
H -2.3921 3.7502 1.9795 0.01 -0.01 0.01 0.12
H -2.6358 1.4727 3.2821 -0.03 0.01 0.02 0.12
H -4.5397 0.0033 2.1006 0.01 0.00 0.00 0.12
H -4.6749 -2.2045 0.4652 0.00 0.00 0.00 0.09
H -2.0401 -2.6907 -0.1489 -0.01 0.03 -0.01 0.11
H -1.2026 0.7255 5.3282 0.00 0.00 -0.01 0.12
H 1.2856 -0.3189 5.8513 0.00 0.00 -0.01 0.10
H 2.2917 -0.8120 3.3355 0.00 0.00 0.00 0.12
N -0.2826 -0.4880 -1.1982 -0.30 -0.21 -0.37 0.04
C -1.1228 -0.3795 -2.1274 0.15 0.21 0.21 -0.28
C -1.5768 -1.5352 -2.9502 0.02 -0.11 -0.15 -0.15
C -1.0457 -2.8030 -2.7063 -0.08 0.07 -0.04 -0.03
C -1.4597 -3.8936 -3.4482 0.01 -0.02 0.01 -0.07
C -2.4119 -3.7339 -4.4491 -0.01 -0.01 -0.01 -0.09
C -2.9434 -2.4788 -4.7007 -0.02 -0.01 -0.02 -0.08
C -2.5288 -1.3825 -3.9567 0.06 0.00 0.05 -0.02
C -1.7552 0.9592 -2.3864 0.02 0.02 -0.03 -0.20
C -1.1469 1.8854 -3.2254 -0.04 -0.06 0.00 -0.04
C -1.7177 3.1368 -3.4109 0.02 0.02 -0.01 -0.08
C -2.8907 3.4721 -2.7502 0.00 0.03 0.00 -0.10
C -3.4947 2.5514 -1.9056 -0.02 -0.02 0.01 -0.08
C -2.9339 1.2949 -1.7293 0.01 0.01 0.04 -0.03
H -0.3094 -2.9124 -1.9235 0.07 -0.01 0.05 0.09
H -1.0393 -4.8712 -3.2461 0.00 0.00 0.00 0.10
H -2.7374 -4.5873 -5.0307 0.00 0.00 0.00 0.10
H -3.6847 -2.3499 -5.4792 0.00 0.00 0.00 0.10
H -2.9462 -0.4043 -4.1582 0.00 0.00 0.00 0.11
H -0.2232 1.6208 -3.7272 0.00 0.01 -0.01 0.12
H -1.2428 3.8542 -4.0690 0.00 -0.01 0.01 0.10
H -3.3316 4.4511 -2.8896 0.00 0.00 0.00 0.10
H -4.4055 2.8129 -1.3810 0.00 0.00 0.00 0.10
H -3.4008 0.5715 -1.0682 0.01 0.01 -0.01 0.11
```
Positions in Å, forces in eV/Å.

highest occupied orbital energy (spin up / spin down) = -5.4204 / -5.4089 eV
maximum force = 0.52 eV/A
charge = 0
frontier orbital gap (spin up / spin down) = 5.5 / 5.6 eV


(2)
Here is a structure of composition C39H35BrClLuNO11Sb from OMol25. Energies are from ωB97M-V with the def2-TZVPD basis set.

```
90
Properties=species:S:1:pos:R:3:forces:R:3:lowdin_charge:R:1
Lu 0.6573 2.0002 -0.5796 -1.78 1.05 0.11 1.78
O -2.9823 3.3246 1.6027 1.29 0.39 0.77 -0.01
C -2.0271 2.9904 0.9203 -1.80 -2.03 -3.90 -0.55
O -0.7812 3.1975 0.8281 0.43 0.14 1.39 -0.18
C -2.5044 2.0329 -0.6997 0.89 2.08 4.09 -0.56
O -3.6064 1.5230 -0.7702 0.32 -0.21 -1.05 -0.02
O -1.4850 2.1950 -1.4276 0.28 -1.41 -1.28 -0.18
C -6.7604 1.2523 1.7714 -0.69 0.38 -0.31 -0.06
C -5.4265 1.1035 2.4438 -0.52 -0.14 -0.01 -0.26
C -5.0962 1.7801 3.6197 0.12 0.18 -1.23 -0.06
C -3.8543 1.6387 4.1696 1.10 -1.63 0.52 -0.11
C -2.9874 0.6546 3.5885 -2.45 1.03 -0.91 -0.78
Br -1.4579 0.0536 4.4703 0.65 0.02 0.25 0.72
N -3.3003 0.0514 2.4512 0.73 -0.38 0.97 0.06
C -4.4905 0.2483 1.8868 0.36 0.55 0.48 -0.11
H -7.6243 0.8450 2.3281 0.45 0.23 0.21 0.07
H -6.7396 0.6634 0.8601 0.01 0.12 -0.33 0.06
H -7.0152 2.3048 1.4934 0.37 -0.73 0.25 0.09
H -5.7751 2.5225 3.9966 -0.28 0.11 0.32 0.11
H -3.6438 2.1113 5.1244 0.36 0.04 -0.29 0.09
H -4.6716 -0.2981 0.9670 -0.02 0.19 0.00 0.11
C 4.4028 0.4053 1.3725 1.25 -0.62 -0.22 -0.04
C 2.9090 0.6454 1.4589 -1.61 1.25 -1.13 -0.47
C 2.4554 0.9491 2.8856 0.52 0.13 1.13 -0.03
O 2.5568 1.8427 0.6644 1.13 -0.16 1.05 -0.24
C 1.9459 -0.4896 0.8122 -0.29 1.45 -0.11 -0.52
O 2.1825 -1.6716 1.0471 -0.08 0.28 -0.28 -0.01
O 0.9402 -0.0045 0.1211 1.76 -1.20 1.40 -0.27
H 4.9785 1.3378 1.5557 -0.58 -0.36 0.39 0.09
H 4.7738 0.1300 0.3623 -0.67 -0.15 0.41 0.09
H 4.7534 -0.3933 2.0890 -0.47 0.82 -0.67 0.09
H 3.0617 1.7869 3.3435 -0.42 -0.78 -0.65 0.10
H 2.5885 0.0686 3.5518 -0.15 0.39 -0.44 0.09
H 1.4096 1.2808 2.9336 0.20 -0.26 -0.22 0.07
H 3.0431 2.7870 0.8985 -0.89 -1.20 -0.55 0.08
C -4.7089 -4.6242 -2.0541 0.00 0.62 -0.26 -0.11
C -3.8663 -5.4228 -1.2841 0.04 -0.81 0.59 -0.11
C -2.7350 -4.8694 -0.6806 -0.17 0.43 -0.33 -0.14
C -2.4558 -3.5202 -0.9178 1.46 -0.88 0.75 -0.42
C -3.2709 -2.7317 -1.6907 0.00 1.33 -0.28 -0.16
C -4.4175 -3.2614 -2.2361 -0.24 -0.78 -0.40 -0.10
Sb -0.5720 -2.7321 -0.2036 -0.48 1.63 -0.12 1.61
C -0.4477 -3.8299 1.6434 0.44 0.42 -1.85 -0.39
C 0.8326 -4.1525 2.0615 -0.71 -0.03 2.74 -0.12
C 0.9778 -4.5417 3.4242 1.19 0.45 -1.67 -0.10
C -0.0924 -4.5544 4.2813 0.71 -1.04 1.19 -0.14
C -1.3485 -4.2828 3.7985 -1.38 0.06 0.05 -0.11
C -1.5492 -3.8696 2.4738 0.04 -1.13 1.34 -0.13
C 0.6898 -3.6901 -1.6907 -0.32 -0.02 1.96 -0.35
C 2.0047 -4.0756 -1.3980 -0.83 -0.05 -0.90 -0.11
C 2.6618 -4.7956 -2.3671 0.54 0.29 0.15 -0.11
C 2.1376 -5.0004 -3.6405 1.91 -1.75 0.60 -0.13
C 0.8730 -4.6233 -3.8939 -1.39 0.99 -0.79 -0.12
C 0.1405 -3.9575 -2.9074 -0.94 0.51 -1.80 -0.14
H -5.5796 -5.0311 -2.5629 0.10 -0.12 0.22 0.09
H -4.0819 -6.4956 -1.1106 -0.01 0.71 -0.28 0.10
H -2.0118 -5.4162 -0.0498 -0.74 -0.06 -0.46 0.10
H -3.0292 -1.6649 -1.9025 -0.09 -0.83 0.36 0.12
H -5.0089 -2.6145 -2.8754 -0.26 -0.24 0.09 0.10
H 1.7065 -3.8648 1.5181 0.26 -0.37 -0.49 0.05
H 1.9897 -4.7805 3.7544 -0.25 0.08 0.20 0.09
H 0.0919 -4.8772 5.3369 -0.43 0.38 -0.97 0.11
H -2.2007 -4.4599 4.4727 0.28 0.45 -0.39 0.10
H -2.5685 -3.6977 2.1488 0.15 0.26 -0.23 0.10
H 2.4966 -3.7634 -0.4987 0.05 -0.12 0.44 0.08
H 3.6248 -5.1855 -2.1202 0.71 -0.12 -0.08 0.09
H 2.7669 -5.6000 -4.3184 -0.55 0.49 0.01 0.10
H 0.4442 -4.7365 -4.8835 -0.05 -0.11 0.03 0.10
H -0.8294 -3.5092 -3.2424 0.66 -0.72 0.74 0.11
Cl 4.5587 2.4330 -3.2856 0.61 0.20 0.50 0.57
C 3.2975 1.4935 -4.0783 -1.04 0.26 -0.34 -0.52
C 1.9322 1.9902 -3.5588 -1.41 0.51 1.83 -0.66
O 1.3133 2.8957 -4.1306 1.13 -1.46 0.32 0.02
O 1.5715 1.4319 -2.4030 0.94 0.61 -2.51 -0.25
H 3.4545 0.4332 -3.9120 0.01 0.02 0.15 0.07
H 3.3722 1.7606 -5.1193 -0.03 -0.17 -0.38 0.05
O 3.3179 4.1643 0.6104 -0.05 0.77 -1.18 -0.01
C 2.6721 4.5218 -0.4294 -0.05 -0.36 0.55 -0.51
O 1.6136 3.9626 -0.8554 1.16 0.79 0.23 -0.12
C 3.1653 5.7512 -1.2021 1.03 -0.45 0.09 -0.10
C 4.5595 6.1099 -1.2353 -1.54 -0.04 0.24 -0.01
C 4.8818 7.3292 -1.8342 -0.29 -0.89 0.18 -0.11
C 3.9157 8.0817 -2.4912 0.20 0.24 0.43 -0.12
C 2.5821 7.6967 -2.4976 0.22 0.38 -0.69 -0.09
C 2.2073 6.5211 -1.8671 0.27 0.15 0.68 -0.02
H 5.3289 5.4696 -0.7613 -0.76 0.50 -0.22 0.12
H 5.8843 7.7029 -1.7622 0.45 0.05 -0.18 0.08
H 4.2488 9.0240 -2.9098 -0.26 0.03 -0.21 0.09
H 1.8678 8.3279 -3.0422 0.13 -0.38 0.40 0.10
H 1.1619 6.2619 -1.7606 0.07 -0.26 -0.23 0.12
```
Positions in Å, forces in eV/Å.

highest occupied orbital energy = -1.0863 eV
maximum force = 4.75 eV/A
charge = -2
frontier orbital gap = 5.3 eV


(3)
Here is a structure of composition C39H35ClN3S2Sb2W from OMol25. Energies are from ωB97M-V with the def2-TZVPD basis set.

```
83
Properties=species:S:1:pos:R:3:forces:R:3:lowdin_charge:R:1
W -5.3175 -15.7206 -7.3361 -0.88 0.13 4.18 0.79
C -3.6308 -16.8316 -7.8926 0.12 -1.80 -1.01 -0.43
C -2.6651 -16.1769 -8.9198 1.00 -1.64 1.82 -0.41
C -3.0515 -16.1284 -10.3704 -0.28 -0.21 -0.38 -0.39
Sb -2.7437 -18.0745 -11.3237 -0.69 -0.77 0.20 1.46
C -0.7066 -18.7650 -11.0979 -1.00 1.28 0.89 -0.43
C -0.4056 -20.0476 -11.4631 -0.80 -1.06 -0.46 -0.17
C 0.8992 -20.4800 -11.5770 1.35 -0.60 0.29 -0.09
C 1.9603 -19.6243 -11.2153 -0.54 0.47 0.28 -0.09
C 1.6330 -18.3232 -10.8084 0.16 0.23 0.22 -0.10
C 0.2977 -17.9169 -10.7308 0.98 2.38 0.14 -0.17
C -2.2098 -17.6041 -13.3279 -0.06 0.42 -0.48 -0.42
C -1.0996 -16.7996 -13.6785 -0.30 -0.71 0.36 -0.12
C -0.7751 -16.6601 -15.0207 1.01 0.70 -0.76 -0.11
C -1.6511 -17.0426 -16.0625 -0.95 -0.82 1.58 -0.09
C -2.7900 -17.7928 -15.6902 1.70 0.07 2.20 -0.07
C -2.9949 -18.1997 -14.3170 1.27 2.06 -1.64 -0.13
Sb -6.2061 -21.0278 -9.2969 -0.65 0.55 -0.44 1.24
C -5.1117 -22.4949 -8.1840 -0.95 -0.04 -0.97 -0.50
C -3.7400 -22.2788 -8.0836 -0.05 -1.60 -0.42 -0.16
C -2.9348 -23.3965 -7.8673 0.55 -0.24 1.21 -0.09
C -3.5054 -24.6246 -7.4839 -0.12 0.74 -0.19 -0.10
C -4.8788 -24.7558 -7.4634 -0.35 -0.30 0.71 -0.12
C -5.7039 -23.7299 -7.8879 0.68 0.37 -0.12 -0.15
C -6.4732 -22.0619 -11.2517 0.60 -0.31 0.94 -0.44
C -7.7425 -22.3513 -11.7779 0.64 0.38 1.14 -0.16
C -7.8536 -23.1132 -12.9057 -1.14 0.49 -1.39 -0.13
C -6.7591 -23.5574 -13.6167 1.12 -0.49 -0.68 -0.11
C -5.5037 -23.1845 -13.1782 1.21 0.12 2.34 -0.09
C -5.3269 -22.4984 -11.9259 -1.97 -0.47 -0.94 -0.13
H -3.0327 -17.2395 -7.0644 -0.12 0.53 0.06 0.04
H -4.0190 -17.7784 -8.3636 0.13 0.52 0.16 0.02
H -1.7388 -16.8087 -8.7558 -0.53 0.81 -0.60 0.09
H -2.3997 -15.2199 -8.5138 0.16 0.85 -0.09 0.07
H -2.4356 -15.3799 -10.8400 0.11 0.33 -0.50 0.04
H -4.1304 -15.8704 -10.5253 0.85 -0.28 0.03 0.04
H -1.2682 -20.6986 -11.6560 0.57 -0.10 -0.20 0.09
H 1.1463 -21.5112 -11.8894 -0.34 0.64 0.21 0.11
H 3.0078 -19.9479 -11.1622 -0.56 0.02 -0.35 0.10
H 2.3839 -17.5654 -10.5415 -0.09 -0.65 -0.10 0.10
H 0.0817 -16.8134 -10.4600 0.34 -1.95 -0.31 0.12
H -0.4658 -16.3934 -12.8556 -0.39 -0.33 -1.00 0.10
H 0.2311 -16.2571 -15.2884 -1.04 0.03 0.22 0.11
H -1.4865 -16.7945 -17.1103 0.18 -0.10 0.34 0.09
H -3.4443 -18.1354 -16.4232 -1.08 -0.54 -1.18 0.07
H -3.7643 -18.8696 -14.0152 -0.68 -0.38 -0.14 0.06
H -3.3112 -21.3220 -8.3131 0.17 0.32 -0.03 0.08
H -1.8486 -23.2825 -7.8147 -0.30 -0.04 -0.19 0.10
H -2.9601 -25.4884 -7.1370 0.58 0.16 -0.15 0.09
H -5.3021 -25.6389 -6.9890 -0.05 -0.11 -0.49 0.10
H -6.7654 -23.9227 -8.0108 0.05 0.29 0.10 0.09
H -8.6217 -22.0514 -11.2145 -0.03 0.13 -0.28 0.09
H -8.8100 -23.1657 -13.4159 -0.26 -0.58 0.46 0.10
H -6.8451 -24.2518 -14.4834 -0.11 0.90 0.61 0.11
H -4.5705 -23.5390 -13.5840 -0.08 -0.22 -0.67 0.09
H -4.3942 -22.4057 -11.3915 0.47 0.11 -0.56 0.08
S -4.1311 -14.0394 -5.9792 0.46 0.07 0.07 0.53
C -5.1456 -12.8226 -6.6878 1.14 0.75 0.83 -1.07
S -5.9007 -13.5176 -8.0972 -0.83 1.27 -0.07 0.47
C -5.1620 -11.5387 -6.1249 -0.45 -0.19 -0.81 -0.37
C -4.3329 -11.1470 -5.0277 1.47 0.14 2.21 -0.26
N -3.6826 -10.8154 -4.1053 -1.48 -0.71 -2.22 0.13
C -5.9899 -10.4608 -6.5938 -0.75 -0.19 -0.77 -0.24
N -6.7168 -9.6601 -7.0115 0.65 -0.44 0.40 0.13
C -8.8998 -16.9052 -5.3310 -0.72 -0.88 -1.36 -0.07
C -7.7820 -17.6812 -4.7290 1.96 -0.43 1.89 -0.20
C -8.0961 -18.6346 -3.7076 -3.21 0.72 -1.60 -0.11
C -7.2105 -19.2793 -2.9315 2.92 -0.71 0.41 -0.13
C -5.8345 -18.9797 -3.1392 -0.90 1.52 0.24 -0.06
C -5.4214 -17.9139 -3.9585 -1.08 -0.89 -1.26 -0.20
C -3.9757 -17.4825 -3.9129 -0.67 0.41 0.01 -0.06
C -6.3764 -17.3648 -4.9183 -1.67 -0.91 2.30 -0.27
N -6.0248 -16.4723 -5.8638 1.50 0.65 -2.41 -0.20
H -8.8135 -15.8337 -5.3032 0.46 0.55 0.41 0.07
H -9.8400 -17.1827 -4.7984 0.55 0.16 -0.74 0.08
H -8.9541 -17.1038 -6.4353 -0.33 -0.07 0.86 0.09
H -9.2036 -18.8988 -3.5865 1.54 0.60 -0.09 0.12
H -7.4349 -19.9855 -2.1246 -0.33 0.21 -0.57 0.10
H -5.1025 -19.4265 -2.4884 0.23 -0.14 0.13 0.09
H -3.5924 -17.9148 -3.0037 0.61 -0.39 0.13 0.06
H -3.8810 -16.3927 -3.7435 -0.05 -0.41 -0.62 0.08
H -3.4341 -17.8321 -4.8029 0.07 0.36 0.32 0.07
Cl -6.6542 -16.4303 -9.0129 -0.75 -0.72 -1.63 -0.05
```
Positions in Å, forces in eV/Å.

expectation value of S² = 2.0161
highest occupied orbital energy (spin up / spin down) = -4.8474 / -5.2564 eV
maximum force = 4.27 eV/A
multiplicity = 3
charge = -1
frontier orbital gap (spin up / spin down) = 6.9 / 6.0 eV


The calculation returns the following DFT total energy values, one per record and in order: -2929.239727 -6899.851382 -3475.518619 hartree.